Below is a 2-piece molecular cluster, C4H6OS overall at a distorted geometry, with properties calculated with wB97M-V/def2-TZVPD.

Each line ends with the Mulliken charge.
Cartesian coordinates (Å):
C (-1.9091, -0.2297, -0.0064)  -0.94
C (-0.5354, 0.2761, 0.1668)  0.67
C (0.5355, 0.8520, -0.3400)  -0.66
C (0.5499, 0.4817, 1.1002)  -0.50
H (-2.6370, 0.4280, -0.5605)  0.26
H (-2.4361, -0.4565, 0.9321)  0.30
H (-1.7790, -1.2225, -0.5243)  0.22
H (1.0976, 1.2475, -1.2371)  0.33
H (1.1514, -0.2499, 1.6962)  0.16
H (0.3658, 1.3184, 1.7025)  0.19
O (3.1898, -0.9295, -2.0115)  -0.33
S (2.4065, -1.5156, -0.9181)  0.31

## Properties
ΔE to the lowest compared entry with this formula, charge and spin ... 5.1889 eV
2S+1 ... 1
E_HOMO (alpha / beta) ... -8.9 / -8.5 eV
Total energy ... -629.2565 Eh
Kohn-Sham gap (alpha / beta) ... 7.65 / 7.21 eV